Entry 1:
ORCA calculation (ωB97M-V/def2-TZVPD) on a molecular structure, C33H31BFeN3O4S2 at a distorted geometry.

Results
* net charge: -2
* energy relative to the best compared isomer or geometry (same formula, charge and spin): 59.8 kJ/mol
* HOMO energy (spin up / spin down): -0.7755 / -1.0039 eV
* 2S+1: 2
* expectation value of S²: 0.92
* gap between HOMO and LUMO (spin up / spin down): 5.37 / 5.60 eV
* electronic energy: -104124.9149 eV

```
75
C33H31BFeN3O4S2, DFT ωB97M-V/def2-TZVPD
Fe 0.517 0.248 1.069
C 3.004 -3.217 -0.376
C 3.393 -2.800 1.014
C 4.690 -3.064 1.444
C 5.117 -2.705 2.709
C 4.228 -2.070 3.559
C 2.927 -1.771 3.165
C 2.018 -1.064 4.124
C 2.495 -2.133 1.877
N 1.206 -1.748 1.403
C 0.357 -2.709 1.041
O 0.437 -3.932 1.238
C -0.815 -2.188 0.256
C -1.768 -3.041 -0.275
C -2.796 -2.490 -1.024
C -2.838 -1.118 -1.210
C -1.846 -0.333 -0.642
N -0.861 -0.875 0.067
C -1.867 1.168 -0.789
O -2.826 1.671 -1.413
N -0.841 1.744 -0.196
C -0.814 3.155 -0.156
C -1.705 3.857 0.673
C -2.748 3.114 1.455
C -1.603 5.240 0.770
C -0.647 5.945 0.055
C 0.218 5.251 -0.775
C 0.148 3.867 -0.888
C 1.088 3.131 -1.791
H 3.890 -3.515 -0.941
H 2.508 -2.405 -0.914
H 2.302 -4.049 -0.339
H 5.374 -3.553 0.758
H 6.132 -2.915 3.028
H 4.543 -1.784 4.558
H 2.476 -1.020 5.115
H 1.046 -1.552 4.196
H 1.819 -0.046 3.792
H -1.665 -4.099 -0.082
H -3.560 -3.126 -1.457
H -3.611 -0.613 -1.771
H -2.291 2.336 2.070
H -3.444 2.620 0.774
H -3.307 3.800 2.098
H -2.289 5.767 1.425
H -0.574 7.023 0.150
H 0.976 5.785 -1.341
H 1.816 3.812 -2.238
H 0.545 2.619 -2.590
H 1.613 2.358 -1.241
C -1.377 1.957 4.987
C -0.543 1.619 3.768
S -1.039 0.232 2.829
C 0.516 2.359 3.406
C 0.946 3.602 4.142
S 1.461 1.974 1.971
H -2.198 1.246 5.088
H -1.807 2.962 4.914
H -0.785 1.919 5.908
H 0.651 3.576 5.193
H 0.503 4.498 3.689
H 2.031 3.722 4.092
O 3.511 0.244 0.226
B 2.150 0.195 -0.160
O 2.129 -0.042 -1.570
C 3.419 -0.143 -1.978
C 3.915 -0.390 -3.237
C 5.304 -0.480 -3.370
C 6.142 -0.330 -2.270
C 5.626 -0.079 -0.996
C 4.258 0.015 -0.879
H 3.249 -0.517 -4.081
H 5.734 -0.678 -4.345
H 7.214 -0.414 -2.401
H 6.262 0.026 -0.126
```

These are the Mulliken partial charges, in e, on atoms 1 to 6: atom 1 (Fe): 0.1802, atom 2 (C): -1.7676, atom 3 (C): 1.8592, atom 4 (C): -0.7543, atom 5 (C): -0.9474, atom 6 (C): -1.0139

=====

Entry 2:
ORCA calculation (ωB97M-V/def2-TZVPD) on a molecular structure, C33H31BN7O7TeW at a distorted geometry.

Results
* net charge: +3
* HOMO energy (spin up / spin down): -15.5710 / -15.5723 eV
* 2S+1: 1
* gap between HOMO and LUMO (spin up / spin down): 3.94 / 3.95 eV
* electronic energy: -69262.5679 eV

```
81
C33H31BN7O7TeW, DFT ωB97M-V/def2-TZVPD
W -0.068 0.421 0.226
O 5.958 1.280 -0.507
C 4.695 0.997 -0.354
C 4.009 -0.003 -1.079
C 2.687 -0.175 -0.825
N 2.026 0.556 0.095
C 2.685 1.496 0.808
C 3.999 1.755 0.624
C 1.768 2.141 1.795
O 2.028 2.986 2.570
O 0.504 1.596 1.632
C 1.767 -1.158 -1.479
O 2.056 -1.967 -2.282
O 0.498 -0.959 -0.985
H 6.416 0.740 -1.173
H 4.500 -0.621 -1.824
H 4.515 2.509 1.207
N 1.696 -0.835 3.004
C 0.452 -1.340 2.986
N 0.077 -2.054 4.019
C -1.152 -2.581 3.982
N -1.589 -3.255 5.020
N -1.982 -2.490 2.896
C -1.541 -1.760 1.933
N -0.361 -1.069 1.898
C -2.351 -1.654 0.703
C -3.507 -2.378 0.521
C -4.193 -2.251 -0.680
C -3.688 -1.406 -1.653
C -2.533 -0.697 -1.396
N -1.872 -0.818 -0.233
H 2.258 -1.100 3.802
H 2.184 -0.638 2.148
H -0.995 -3.372 5.828
H -2.500 -3.685 5.007
H -3.842 -3.032 1.312
H -5.105 -2.807 -0.851
H -4.182 -1.286 -2.608
H -2.118 -0.018 -2.126
C -0.931 5.240 -7.524
C -1.826 4.534 -6.503
C -2.603 3.414 -7.219
C -2.821 5.553 -5.927
C -1.021 3.886 -5.380
C 0.377 3.696 -5.484
C 1.140 3.068 -4.511
C 0.450 2.622 -3.406
O 0.919 1.946 -2.294
B -0.184 1.767 -1.482
O -1.323 2.280 -2.069
C -0.917 2.815 -3.277
C -1.681 3.431 -4.240
H -1.559 5.750 -8.254
H -0.301 4.540 -8.076
H -0.294 5.994 -7.055
H -3.199 3.842 -8.026
H -3.279 2.898 -6.534
H -1.921 2.678 -7.653
H -3.294 6.098 -6.743
H -2.319 6.280 -5.285
H -3.618 5.076 -5.354
H 0.889 4.058 -6.364
H 2.208 2.938 -4.621
H -2.747 3.558 -4.107
C -1.654 3.939 0.728
Te -2.409 1.941 0.794
C -2.444 2.216 2.923
C -2.486 3.712 3.079
C -2.900 4.262 4.288
C -2.874 5.637 4.460
C -2.441 6.463 3.430
C -2.045 5.918 2.219
C -2.072 4.539 2.041
H -2.105 4.421 -0.135
H -0.575 3.890 0.595
H -1.549 1.759 3.343
H -3.331 1.711 3.295
H -3.239 3.621 5.094
H -3.202 6.064 5.399
H -2.431 7.537 3.562
H -1.724 6.567 1.412
```

These are the Mulliken partial charges, in e, on atoms 1 to 6: atom 1 (W): 0.6866, atom 2 (O): -0.4355, atom 3 (C): 0.6347, atom 4 (C): -0.3878, atom 5 (C): 0.2456, atom 6 (N): 0.7251

=====

Entry 3:
ORCA calculation (ωB97M-V/def2-TZVPD) on a molecular structure, C33H31F5N3O4PRuS2Se at a distorted geometry.

Results
* net charge: -1
* energy relative to the best compared isomer or geometry (same formula, charge and spin): 256.1 kJ/mol
* HOMO energy (spin up / spin down): -5.2006 / -5.2760 eV
* 2S+1: 2
* expectation value of S²: 0.77
* gap between HOMO and LUMO (spin up / spin down): 6.43 / 6.51 eV
* electronic energy: -159865.2498 eV

```
81
C33H31F5N3O4PRuS2Se, DFT ωB97M-V/def2-TZVPD
Ru -0.279 -0.069 0.499
C -2.901 -0.417 -2.408
C -1.993 0.652 -2.944
C -1.890 0.867 -4.318
C -1.087 1.876 -4.828
C -0.376 2.685 -3.957
C -0.454 2.494 -2.579
C 0.296 3.408 -1.642
C -1.264 1.466 -2.079
N -1.336 1.295 -0.647
C -2.138 2.166 0.020
O -2.919 2.980 -0.454
C -1.923 2.105 1.511
C -2.565 2.894 2.430
C -2.199 2.776 3.769
C -1.213 1.878 4.138
C -0.634 1.103 3.156
N -0.979 1.241 1.888
C 0.477 0.121 3.399
O 0.887 -0.033 4.540
N 0.963 -0.432 2.247
C 2.241 -1.073 2.410
C 2.383 -2.446 2.213
C 1.203 -3.309 1.847
C 3.635 -3.034 2.396
C 4.734 -2.285 2.776
C 4.582 -0.921 2.975
C 3.348 -0.302 2.798
C 3.242 1.186 3.031
H -3.279 -1.043 -3.220
H -3.750 0.025 -1.880
H -2.380 -1.044 -1.695
H -2.458 0.232 -4.992
H -1.027 2.039 -5.901
H 0.244 3.491 -4.344
H 1.010 4.026 -2.193
H 0.838 2.843 -0.890
H -0.401 4.071 -1.117
H -3.322 3.585 2.078
H -2.680 3.395 4.521
H -0.886 1.737 5.161
H 0.358 -3.125 2.511
H 1.472 -4.366 1.910
H 0.871 -3.102 0.832
H 3.733 -4.107 2.251
H 5.697 -2.760 2.935
H 5.433 -0.317 3.280
H 4.217 1.660 2.897
H 2.891 1.386 4.048
H 2.540 1.655 2.345
C -2.029 -4.932 -0.409
C -1.724 -3.453 -0.365
O -1.703 -3.058 1.017
P -1.872 -1.532 1.471
S -2.167 -1.497 3.393
S 0.579 -1.224 -1.154
O -3.226 -1.165 0.659
C -4.273 -0.298 1.112
C -5.599 -0.905 0.713
H -2.133 -5.265 -1.448
H -2.962 -5.131 0.123
H -1.231 -5.505 0.069
H -2.485 -2.887 -0.897
H -0.748 -3.240 -0.810
H -4.148 0.681 0.645
H -4.209 -0.186 2.191
H -5.668 -1.001 -0.376
H -6.422 -0.272 1.062
H -5.700 -1.898 1.157
F 5.288 1.648 -5.561
C 4.600 1.406 -4.452
C 3.922 0.220 -4.301
F 3.951 -0.679 -5.284
C 3.238 -0.044 -3.129
F 2.649 -1.228 -3.034
C 3.193 0.869 -2.086
Se 2.395 0.536 -0.384
C 3.862 2.064 -2.289
F 3.857 3.001 -1.339
C 4.571 2.334 -3.441
F 5.232 3.484 -3.580
```

These are the Mulliken partial charges, in e, on atoms 1 to 6: atom 1 (Ru): 0.2754, atom 2 (C): -0.6934, atom 3 (C): 1.3044, atom 4 (C): -1.0974, atom 5 (C): -0.8862, atom 6 (C): -0.9942